Here is 3 unconnected molecules or ions with the total composition C24H39F2N5O6 at a distorted geometry from OMol25. Energies are from wB97M-V/def2-TZVPD.

Each line ends with the Mulliken charge.
Atoms and positions in Å:
C -11.05 -4.97 -3.09  -0.978
C -10.18 -6.30 -3.44  0.358
F -10.61 -7.48 -2.73  -0.328
C -8.64 -5.92 -3.15  0.147
C -7.84 -6.68 -2.04  -0.231
N -6.48 -6.44 -1.66  -0.532
C -5.95 -5.38 -2.47  0.401
C -4.45 -4.94 -2.18  -0.335
C -3.73 -3.83 -3.01  0.450
C -2.22 -3.41 -2.72  0.037
O -1.28 -3.98 -3.36  -0.556
N -1.99 -2.37 -1.68  -0.081
C -3.33 -1.91 -1.16  0.676
O -3.98 -0.97 -1.69  -0.470
F -3.88 -2.60 -0.03  -0.269
C -4.49 -3.06 -4.17  -0.378
C -5.96 -3.48 -4.43  -0.586
C -6.69 -4.63 -3.61  0.443
N -8.06 -4.90 -3.97  -0.498
H -11.19 -4.34 -4.06  0.269
H -12.07 -5.20 -2.63  0.316
H -10.49 -4.30 -2.35  0.293
H -10.26 -6.42 -4.59  0.252
H -8.40 -7.51 -1.47  0.349
H -3.86 -5.44 -1.33  0.343
H -1.47 -1.56 -2.09  0.270
H -4.00 -2.23 -4.80  0.338
H -6.52 -2.90 -5.26  0.298
C 1.03 0.13 -0.99  -0.593
O -0.09 0.96 -0.72  -0.386
C -1.07 0.32 0.11  -0.745
C -1.09 0.96 1.50  -0.120
N 0.11 0.62 2.26  -0.333
C 0.29 1.42 3.48  -0.788
C 0.45 2.94 3.32  -0.499
O 1.66 3.34 2.68  -0.344
C 1.63 3.30 1.27  -0.533
H 1.62 0.61 -1.78  0.261
H 1.67 0.04 -0.11  0.251
H 0.73 -0.86 -1.34  0.251
H -0.93 -0.76 0.16  0.386
H -2.04 0.51 -0.37  0.335
H -1.97 0.60 2.05  0.405
H -1.19 2.04 1.37  0.175
H 0.92 0.76 1.67  0.050
H 1.19 1.04 3.96  0.383
H -0.54 1.22 4.16  0.413
H 0.49 3.36 4.33  0.363
H -0.42 3.41 2.83  0.343
H 0.64 3.53 0.86  0.317
H 1.96 2.32 0.91  0.093
H 2.34 4.03 0.89  0.370
C 4.92 3.41 3.64  -0.527
O 5.38 2.56 2.60  -0.372
C 5.14 3.07 1.29  -0.694
C 6.45 3.49 0.62  -0.187
N 7.01 4.69 1.25  -0.331
C 8.39 4.98 0.85  -0.697
C 9.46 3.93 1.20  -0.468
O 9.72 3.80 2.59  -0.430
C 8.81 2.94 3.28  -0.495
H 4.96 2.85 4.58  0.225
H 5.57 4.29 3.73  0.317
H 3.89 3.73 3.47  0.193
H 4.41 3.88 1.29  0.252
H 4.71 2.25 0.71  0.342
H 6.27 3.69 -0.44  0.392
H 7.14 2.65 0.69  0.170
H 6.98 4.58 2.25  0.078
H 8.66 5.92 1.36  0.374
H 8.41 5.18 -0.22  0.390
H 10.40 4.29 0.76  0.353
H 9.27 2.96 0.74  0.342
H 8.46 2.12 2.65  0.270
H 7.97 3.52 3.66  0.137
H 9.33 2.52 4.14  0.311

## Properties
SMILES = C[C@H](F)c1cnc2cc(C(=O)NC(=O)F)ccc2n1.COCCNCCOC.COCCNCCOC
Frontier orbital gap = 7.3 eV


Here is a molecular structure, C24H39N2O2P3Pt at a distorted geometry from OMol25. Energies are from wB97M-V/def2-TZVPD.

Each line ends with the Löwdin spin population.
Atoms and positions in Å:
P 3.90 -0.14 0.04  0.144
C 4.09 -0.14 1.83  0.033
H 5.11 0.20 2.12  0.006
H 3.93 -1.14 2.24  0.002
H 3.37 0.56 2.29  0.005
C 3.61 -1.73 -0.75  0.006
H 3.10 -1.58 -1.72  0.003
H 2.99 -2.36 -0.12  0.000
H 4.55 -2.26 -0.96  0.000
C 4.88 0.95 -1.03  0.010
H 5.90 0.57 -1.21  0.003
H 4.96 1.95 -0.58  0.000
H 4.39 1.04 -2.01  0.002
P -0.98 3.26 -0.93  0.106
C -0.92 3.63 0.89  0.024
H -1.36 4.63 1.11  0.005
H 0.13 3.60 1.22  0.000
H -1.49 2.86 1.42  0.000
C 0.07 4.50 -1.78  0.012
H 0.02 4.31 -2.85  0.000
H 1.09 4.34 -1.43  0.001
H -0.24 5.54 -1.55  0.002
C -2.70 3.56 -1.48  0.008
H -2.96 4.63 -1.46  0.002
H -3.37 3.01 -0.80  0.000
H -2.81 3.15 -2.49  0.000
P -3.13 -2.20 0.05  0.131
C -3.58 -2.13 1.82  0.034
H -4.18 -3.02 2.12  0.010
H -4.17 -1.22 2.03  0.001
H -2.66 -2.11 2.44  0.000
C -4.41 -1.97 -1.21  0.007
H -5.08 -2.84 -1.31  0.002
H -3.91 -1.82 -2.18  0.002
H -5.01 -1.09 -0.98  0.000
C -1.97 -3.45 -0.46  0.006
H -2.46 -4.27 -1.01  0.000
H -1.43 -3.87 0.39  0.000
H -1.24 -2.99 -1.14  0.005
Pt -0.26 1.03 -2.48  1.128
C 2.20 0.67 -0.13  0.487
O 1.55 1.48 0.43  0.312
C -2.18 -0.63 -0.12  0.487
O -2.14 0.41 0.42  0.317
C -1.48 0.33 -4.05  0.120
C -0.90 -0.78 -3.39  0.109
C 0.50 -0.86 -3.25  0.088
C 1.33 0.20 -3.67  0.109
C 0.74 1.34 -4.30  0.117
C -0.67 1.42 -4.43  0.089
H -2.56 0.33 -4.28  0.008
H -1.55 -1.59 -3.07  0.014
H 0.94 -1.74 -2.81  0.008
H 2.41 0.17 -3.54  0.012
H 1.37 2.21 -4.55  0.008
H -1.15 2.34 -4.80  0.005
N 1.00 -3.03 2.91  0.000
C 0.85 -2.54 1.63  0.000
N 0.43 -1.28 1.66  0.007
C 0.29 -0.91 2.98  0.001
C -0.16 0.27 3.58  0.000
C -0.23 0.32 4.98  0.000
C 0.13 -0.79 5.77  0.000
C 0.58 -1.98 5.18  0.000
C 0.65 -2.00 3.80  0.000
H 1.29 -3.95 3.16  0.000
H 1.07 -3.14 0.76  0.000
H -0.42 1.10 2.93  0.000
H -0.58 1.23 5.48  0.000
H 0.06 -0.71 6.86  0.000
H 0.87 -2.86 5.75  0.000

## Properties
<S²> = 6.011
Net charge = +4
Frontier orbital gap (spin up / spin down) = 6.7 / 3.6 eV
Multiplicity = 5


Here is a molecular structure, C24H40BMnO23 at a distorted geometry from OMol25. Energies are from wB97M-V/def2-TZVPD.

Each line ends with the Löwdin spin population.
Atoms and positions in Å:
Mn 23.15 -0.26 -5.30  4.717
O 26.36 3.29 -4.48  0.001
C 26.83 2.20 -4.30  0.001
O 28.06 1.92 -3.93  0.000
B 28.29 0.46 -3.91  0.000
O 26.92 -0.10 -4.22  0.004
C 26.07 0.85 -4.39  0.009
O 24.89 0.70 -4.61  0.036
O 28.73 -0.07 -2.63  0.000
C 29.67 -1.00 -2.86  0.000
O 30.10 -1.77 -2.07  0.000
C 29.96 -0.98 -4.38  0.000
O 29.25 0.02 -4.91  0.000
O 30.66 -1.75 -4.96  0.000
C 23.53 5.17 -3.83  0.000
C 23.64 4.76 -5.25  0.000
O 23.34 3.34 -5.31  0.002
C 22.98 2.73 -6.40  0.007
O 22.72 1.54 -6.40  0.034
O 22.97 3.49 -7.47  0.003
C 22.40 2.91 -8.65  0.000
H 22.57 5.02 -3.33  0.000
H 23.88 6.19 -3.64  0.000
H 24.18 4.55 -3.21  0.000
H 24.65 4.89 -5.64  0.000
H 22.96 5.32 -5.90  0.000
H 23.12 2.29 -9.19  0.000
H 22.28 3.75 -9.33  0.000
H 21.47 2.38 -8.47  0.000
C 26.38 -3.22 -6.65  0.000
C 25.24 -3.48 -7.62  0.000
O 24.95 -2.35 -8.52  0.004
C 24.51 -1.27 -7.99  0.009
O 24.41 -1.04 -6.80  0.034
O 24.17 -0.35 -8.88  0.002
C 24.19 -0.67 -10.28  0.000
H 27.28 -2.85 -7.12  0.000
H 26.61 -4.19 -6.20  0.000
H 26.03 -2.57 -5.86  0.000
H 24.33 -3.73 -7.09  0.000
H 25.54 -4.22 -8.37  0.000
H 23.48 -1.47 -10.51  0.000
H 25.19 -0.97 -10.58  0.000
H 23.93 0.22 -10.83  0.000
C 24.30 -2.66 -1.07  0.000
C 22.98 -2.80 -1.78  0.000
O 23.06 -3.75 -2.86  0.003
C 23.20 -3.26 -4.07  0.007
O 23.65 -2.16 -4.34  0.030
O 22.83 -4.09 -5.01  0.002
C 22.51 -5.46 -4.75  0.000
H 24.13 -2.25 -0.07  0.000
H 25.01 -2.02 -1.60  0.000
H 24.70 -3.66 -0.90  0.000
H 22.52 -1.84 -2.05  0.000
H 22.25 -3.24 -1.09  0.000
H 21.63 -5.48 -4.10  0.000
H 23.33 -6.06 -4.37  0.000
H 22.18 -5.88 -5.70  0.000
C 25.03 2.41 -1.02  0.000
C 23.55 2.15 -0.96  0.000
O 23.17 1.59 -2.23  0.001
C 22.08 0.95 -2.49  0.005
O 21.94 0.32 -3.53  0.033
O 21.23 0.92 -1.47  0.003
C 19.99 0.26 -1.68  0.000
H 25.38 2.81 -0.07  0.000
H 25.24 3.16 -1.78  0.000
H 25.59 1.51 -1.27  0.000
H 22.92 3.00 -0.69  0.000
H 23.37 1.40 -0.18  0.000
H 19.41 0.70 -2.49  0.000
H 19.44 0.28 -0.75  0.000
H 20.13 -0.79 -1.97  0.000
C 18.61 0.65 -7.15  0.000
C 18.83 -0.70 -6.52  0.000
O 19.61 -1.57 -7.35  0.003
C 20.88 -1.67 -7.13  0.009
O 21.48 -1.13 -6.21  0.036
O 21.52 -2.43 -7.98  0.002
C 20.88 -2.86 -9.19  0.000
H 19.56 1.19 -7.28  0.000
H 17.94 1.26 -6.56  0.000
H 18.23 0.56 -8.17  0.000
H 17.86 -1.19 -6.40  0.000
H 19.29 -0.61 -5.53  0.000
H 19.93 -3.35 -8.98  0.000
H 21.59 -3.48 -9.74  0.000
H 20.66 -1.98 -9.80  0.000

## Properties
<S²> = 8.752
Net charge = +1
Frontier orbital gap = 8.8 eV
Multiplicity = 6